Record 1
{"formula": "C27H43Cl15O5", "method": "ωB97M-V/def2-TZVPD", "largest_force_ev_per_a": 2.9, "gap_ev": 9.004, "lumo_energy_ev": -0.5, "homo_energy_ev": -9.54, "smiles": "CC[C@@H](Cl)C1=C(C[C@H](C)O)C(=O)C=C(CCCCCCOC(C)=O)C1=O.ClCCl.ClCCl.ClCCl.ClCCl.ClCCl.ClCCl.ClCCl", "symbols": ["C", "C", "C", "Cl", "C", "C", "C", "C", "C", "O", "C", "O", "C", "C", "C", "C", "C", "C", "C", "C", "O", "C", "C", "O", "C", "O", "H", "H", "H", "H", "H", "H", "H", "H", "H", "H", "H", "H", "H", "H", "H", "H", "H", "H", "H", "H", "H", "H", "H", "H", "H", "H", "H", "H", "H", "C", "Cl", "Cl", "H", "H", "C", "Cl", "Cl", "H", "H", "C", "Cl", "Cl", "H", "H", "C", "Cl", "Cl", "H", "H", "C", "Cl", "Cl", "H", "H", "C", "Cl", "Cl", "H", "H", "C", "Cl", "Cl", "H", "H"], "positions_angstrom": [[5.029, 0.627, 1.744], [4.773, 1.654, 0.603], [3.230, 1.711, 0.426], [2.698, 3.282, -0.328], [2.671, 0.475, -0.253], [2.927, 0.110, -1.492], [3.801, 0.902, -2.431], [5.117, 0.136, -2.806], [5.065, -0.509, -4.223], [5.484, -0.784, -1.779], [2.299, -1.163, -2.028], [2.145, -1.321, -3.188], [1.944, -2.212, -1.009], [1.669, -1.898, 0.239], [1.364, -2.969, 1.279], [-0.138, -3.139, 1.674], [-0.706, -2.028, 2.618], [-1.839, -1.286, 1.869], [-2.601, -0.324, 2.808], [-3.701, 0.389, 1.976], [-3.061, 1.208, 0.967], [-3.763, 1.039, -0.212], [-4.800, 2.129, -0.527], [-3.578, 0.126, -0.913], [1.726, -0.414, 0.561], [1.064, 0.109, 1.398], [4.788, 1.067, 2.721], [6.066, 0.269, 1.734], [4.384, -0.259, 1.632], [5.069, 2.631, 1.005], [5.291, 1.383, -0.320], [2.827, 1.739, 1.445], [3.278, 1.084, -3.382], [4.109, 1.872, -2.039], [5.915, 0.901, -2.859], [5.746, 0.023, -4.903], [5.403, -1.557, -4.205], [4.060, -0.460, -4.655], [5.974, -1.498, -2.208], [1.923, -3.260, -1.308], [1.940, -2.744, 2.189], [1.683, -3.922, 0.835], [-0.194, -4.072, 2.263], [-0.826, -3.273, 0.830], [-1.192, -2.512, 3.485], [0.075, -1.378, 3.030], [-1.503, -0.817, 0.937], [-2.563, -2.068, 1.574], [-1.873, 0.418, 3.174], [-3.030, -0.863, 3.663], [-4.268, 1.036, 2.659], [-4.297, -0.406, 1.512], [-5.077, 2.107, -1.583], [-4.355, 3.092, -0.245], [-5.671, 1.934, 0.117], [-0.225, 4.625, -2.473], [-1.755, 3.847, -2.088], [-0.430, 6.356, -2.789], [0.444, 4.496, -1.629], [0.196, 4.156, -3.355], [1.473, -6.815, -1.196], [0.246, -5.573, -0.913], [2.504, -7.031, 0.229], [0.979, -7.753, -1.421], [2.092, -6.514, -2.035], [0.103, 9.362, -0.895], [-1.079, 10.649, -0.610], [1.076, 9.049, 0.545], [-0.426, 8.454, -1.164], [0.760, 9.663, -1.704], [-7.251, 0.266, 3.420], [-6.147, -1.115, 3.459], [-6.553, 1.688, 4.205], [-7.469, 0.508, 2.385], [-8.165, -0.005, 3.939], [-4.750, -4.773, 0.855], [-5.146, -3.393, 1.889], [-3.446, -4.389, -0.274], [-4.438, -5.602, 1.481], [-5.633, -5.047, 0.288], [-4.687, 9.915, 0.530], [-5.054, 9.516, 2.213], [-5.788, 11.148, -0.099], [-3.672, 10.292, 0.473], [-4.786, 9.018, -0.072], [2.867, -10.267, -1.308], [1.844, -9.639, -2.611], [4.420, -10.837, -1.924], [3.043, -9.476, -0.589], [2.353, -11.095, -0.832]], "forces_ev_per_angstrom": [[0.0, -0.2, -0.5], [-0.9, -0.2, 1.1], [0.3, -0.3, 0.5], [0.0, -0.3, 0.1], [-0.4, -0.2, 0.8], [0.4, 0.1, -1.0], [0.5, -0.5, -0.6], [0.2, 0.5, -0.8], [0.1, 0.1, 0.1], [-0.3, -0.2, -0.3], [0.6, 0.2, 2.8], [-0.3, -0.5, -2.6], [0.3, -0.2, -1.1], [0.0, 0.5, 1.0], [-0.9, 0.4, -0.3], [0.5, 0.1, 1.3], [-0.7, -0.4, -0.7], [-0.2, -0.5, 1.1], [0.5, 0.4, -1.5], [1.2, -0.4, 1.4], [-1.0, -0.2, -0.1], [-0.7, 2.6, 0.8], [0.8, -0.1, 0.6], [0.5, -2.3, -1.6], [1.1, -0.1, -1.1], [-0.9, 0.4, 1.5], [0.2, -0.1, -0.2], [-0.2, 0.2, 0.1], [0.3, 0.2, -0.1], [0.2, -0.1, -0.6], [0.0, 0.2, 0.2], [-0.2, 0.2, -0.4], [0.0, 0.0, 0.4], [-0.5, -0.2, 0.2], [-0.3, -0.2, 0.1], [-0.2, -0.1, 0.2], [-0.2, 0.2, 0.0], [0.2, -0.2, 0.2], [-0.1, 0.1, 0.2], [-0.1, 0.3, -0.3], [-0.1, -0.2, -0.2], [0.2, 0.3, 0.3], [0.2, 0.1, -0.4], [0.5, 0.1, -0.1], [0.2, 0.1, -0.2], [-0.2, 0.0, -0.4], [0.0, 0.1, 0.4], [0.2, 0.2, -0.1], [-0.4, 0.0, 0.1], [0.0, 0.1, -0.2], [-0.2, -0.1, -0.5], [-0.1, 0.4, 0.0], [0.0, -0.1, 0.3], [-0.3, -0.1, -0.1], [0.2, 0.2, -0.2], [0.2, -0.2, 0.1], [-0.1, -0.1, 0.0], [0.1, 0.0, -0.1], [-0.1, 0.1, 0.0], [-0.1, 0.1, 0.0], [-0.2, 0.1, -0.1], [-0.1, -0.1, -0.1], [0.1, 0.0, 0.0], [0.0, 0.3, 0.2], [0.0, 0.0, 0.1], [0.0, -0.1, -0.1], [0.0, 0.1, -0.1], [0.0, -0.1, -0.1], [0.0, 0.1, 0.1], [0.0, 0.1, 0.1], [-0.1, 0.0, 0.0], [-0.4, 0.2, 0.4], [-0.1, 0.0, 0.0], [0.1, 0.0, 0.0], [0.1, 0.0, 0.1], [0.0, -0.1, 0.0], [0.0, -0.4, -0.3], [0.0, -0.1, 0.0], [0.1, 0.1, 0.0], [0.0, 0.1, 0.0], [0.1, 0.0, 0.0], [0.1, -0.1, 0.0], [0.0, 0.0, -0.1], [-0.1, 0.0, 0.1], [-0.1, 0.0, 0.1], [0.1, -0.1, 0.1], [0.1, -0.4, -0.2], [0.0, 0.0, 0.1], [0.0, 0.0, -0.1], [0.0, 0.0, -0.1]], "mulliken_charge": [-1.02, -0.31, -0.53, -0.24, 0.80, 1.26, -1.57, 0.18, -1.17, -0.45, -0.47, -0.57, -0.60, 0.95, -1.02, -0.45, -0.75, 0.26, -0.84, -0.33, -0.32, 0.84, -1.06, -0.50, 0.07, -0.63, 0.36, 0.37, 0.12, 0.49, 0.13, 0.47, 0.53, 0.30, 0.34, 0.32, 0.34, 0.28, 0.29, 0.29, 0.35, 0.16, 0.22, 0.22, 0.54, 0.42, 0.27, -0.34, 0.35, 0.23, 0.05, 0.50, 0.30, 0.34, 0.21, 0.07, -0.12, -0.17, -0.09, 0.31, -0.33, -0.06, -0.24, 0.25, 0.35, 0.09, -0.16, -0.16, -0.07, 0.29, -0.32, -0.09, -0.17, 0.21, 0.38, -0.45, -0.07, -0.12, 0.29, 0.33, 0.12, -0.16, -0.16, -0.06, 0.25, 0.09, -0.17, -0.16, -0.01, 0.30]}

Record 2
{"formula": "C27H43ClN2PSi3Yb", "method": "ωB97M-V/def2-TZVPD", "largest_force_ev_per_a": 3.0, "total_charge": 2, "spin_multiplicity": 2, "gap_ev": [8.154, 5.366], "lumo_energy_ev": [-5.5, -8.3], "homo_energy_ev": [-13.68, -13.70], "de_lowest_kj_mol": 0.0, "symbols": ["Yb", "C", "Si", "C", "C", "C", "Si", "C", "C", "C", "Si", "C", "C", "C", "C", "C", "C", "C", "N", "H", "H", "H", "H", "H", "H", "H", "H", "H", "H", "H", "H", "H", "H", "H", "H", "H", "H", "H", "H", "H", "H", "H", "H", "H", "H", "H", "H", "C", "P", "C", "C", "C", "C", "C", "C", "C", "H", "H", "H", "H", "H", "H", "H", "H", "H", "H", "H", "Cl", "C", "C", "C", "C", "N", "C", "H", "H", "H", "H"], "positions_angstrom": [[-17.324, -1.556, 1.479], [-12.690, -1.807, 1.744], [-14.162, -0.653, 2.084], [-13.373, 0.670, 3.161], [-15.268, -1.610, 3.470], [-15.290, -0.247, 0.668], [-15.792, 1.496, 0.486], [-16.397, 2.267, 2.156], [-17.084, 1.979, -0.825], [-14.209, 2.580, 0.123], [-15.204, -1.258, -0.881], [-14.108, -0.491, -2.207], [-14.794, -3.109, -0.896], [-17.007, -1.067, -1.540], [-17.258, -1.057, -2.932], [-18.507, -1.032, -3.447], [-19.626, -1.072, -2.528], [-19.320, -1.262, -1.196], [-18.033, -1.193, -0.695], [-11.978, -1.998, 2.575], [-12.017, -1.385, 0.959], [-12.988, -2.783, 1.412], [-12.592, 0.208, 3.790], [-14.119, 1.244, 3.770], [-12.924, 1.461, 2.546], [-14.895, -1.452, 4.461], [-15.385, -2.675, 3.374], [-16.196, -1.009, 3.450], [-17.050, 1.779, 2.861], [-16.969, 3.166, 1.861], [-15.506, 2.693, 2.697], [-17.123, 3.053, -0.695], [-18.083, 1.599, -0.827], [-16.724, 1.817, -1.820], [-13.453, 1.941, -0.326], [-13.976, 2.967, 1.087], [-14.449, 3.435, -0.510], [-13.020, -0.620, -2.098], [-14.389, 0.557, -2.355], [-14.368, -0.934, -3.156], [-13.866, -3.211, -1.410], [-15.591, -3.589, -1.487], [-14.743, -3.606, 0.105], [-16.387, -1.043, -3.637], [-18.618, -0.996, -4.524], [-20.677, -0.911, -2.756], [-20.060, -1.591, -0.421], [-17.858, -5.119, 1.562], [-19.116, -4.127, 2.490], [-19.039, -4.776, 4.236], [-20.547, -5.019, 1.706], [-20.564, -5.399, 0.345], [-21.643, -6.161, -0.044], [-22.823, -6.320, 0.688], [-22.816, -5.849, 1.998], [-21.657, -5.198, 2.509], [-17.732, -4.855, 0.493], [-18.172, -6.128, 1.577], [-16.859, -5.011, 2.057], [-19.620, -5.680, 4.355], [-19.392, -4.023, 4.967], [-17.988, -4.971, 4.471], [-19.717, -5.201, -0.298], [-21.628, -6.532, -1.103], [-23.695, -6.756, 0.206], [-23.665, -6.026, 2.695], [-21.577, -4.824, 3.543], [-20.630, -0.472, 6.691], [-20.436, -0.107, 5.008], [-21.086, 0.995, 4.473], [-20.945, 1.206, 3.110], [-19.925, 0.477, 2.437], [-19.103, -0.433, 3.048], [-19.455, -0.787, 4.284], [-21.631, 1.651, 5.128], [-21.552, 1.909, 2.556], [-19.640, 0.692, 1.377], [-18.941, -1.660, 4.714]], "forces_ev_per_angstrom": [[-0.6, -0.1, 1.3], [0.7, 0.5, -0.7], [1.4, -1.2, 2.4], [-1.0, 1.3, -0.2], [-0.1, 1.4, -1.7], [0.3, -1.3, 0.5], [-0.3, 2.5, 0.3], [0.8, 1.0, -0.5], [0.9, -0.2, 0.5], [-1.5, -1.1, -0.5], [0.4, 0.4, -1.2], [-0.2, 0.4, 0.2], [-1.6, 0.2, 1.4], [0.1, -0.7, -1.0], [2.2, 0.1, 0.0], [-2.3, 0.2, 0.7], [1.2, 0.1, -0.1], [0.5, -0.3, 1.0], [-1.2, -0.5, -0.7], [-0.8, 0.4, 0.0], [-0.6, -0.2, 0.3], [-0.2, -0.6, -0.4], [-0.5, 0.2, -0.2], [0.6, -0.7, -0.2], [0.3, -0.3, 0.1], [0.5, 0.3, 0.4], [-0.5, -0.6, -0.3], [-0.3, -0.4, 0.6], [-0.1, -0.6, 0.3], [0.2, -0.2, -0.1], [-0.8, -0.7, -0.3], [-0.2, 0.4, 0.0], [-0.7, -0.3, 0.4], [0.4, -0.1, -0.7], [0.3, 0.3, 0.1], [0.8, 0.2, 0.7], [0.0, -0.2, -0.2], [-0.4, 0.2, 0.2], [0.4, 0.1, 0.2], [0.0, -0.5, -0.4], [0.8, -0.3, -0.3], [0.4, -0.1, 0.2], [0.0, 0.2, -0.8], [-1.0, 0.0, 0.8], [-0.4, 0.1, 0.1], [0.3, -0.5, -0.5], [0.4, 0.8, -0.9], [1.5, 1.2, 0.5], [0.1, -0.4, -1.0], [0.3, 0.7, -0.2], [0.1, 1.3, 0.1], [0.0, -0.4, 1.8], [-0.5, 0.1, -2.8], [0.7, 0.4, 0.7], [0.0, 0.1, 1.1], [-0.7, -0.5, -0.1], [-0.2, 0.2, 0.6], [0.0, -1.3, 0.1], [-0.6, -0.3, -0.4], [0.0, -0.3, 0.0], [0.0, -0.3, -0.5], [-0.1, -0.1, 0.0], [-0.2, -0.2, -0.1], [-0.1, 0.3, 1.1], [0.2, -0.1, 0.4], [0.6, 0.3, -0.8], [-0.5, -0.4, -0.5], [0.0, -0.1, -0.4], [0.8, 0.2, 0.6], [0.2, -0.4, -0.4], [1.4, -1.0, -0.8], [0.4, 0.5, 0.0], [-1.3, 0.5, -1.1], [0.0, -0.5, 0.4], [-0.5, 0.0, -0.1], [0.2, 0.2, 0.1], [-0.6, 0.0, 1.0], [-0.1, 0.7, 0.0]], "mulliken_charge": [0.40, -1.24, 0.47, -1.12, -1.24, 0.80, 0.45, -1.19, -1.32, -1.29, 0.22, -1.42, -1.19, 0.42, -0.69, -0.47, -0.98, -0.23, 0.50, 0.40, 0.37, 0.40, 0.40, 0.33, 0.36, 0.54, 0.32, 0.24, 0.38, 0.37, 0.36, 0.52, 0.35, 0.37, 0.35, 0.46, 0.41, 0.41, 0.41, 0.47, 0.41, 0.40, 0.28, 0.22, 0.51, 0.47, 0.36, -1.58, 1.30, -1.45, 0.51, -0.58, -0.56, -0.59, -0.58, -0.51, 0.31, 0.64, 0.40, 0.50, 0.39, 0.41, 0.30, 0.29, 0.41, 0.35, 0.34, -0.16, 0.06, -0.39, -0.80, -0.08, 0.13, -0.48, 0.48, 0.47, 0.26, 0.44]}